[1]
# C4H9NOS

The molecule C4H9NOS (ωB97M-V/def2-TZVPD, the OMol25 dataset).

```
16
Properties=species:S:1:pos:R:3
S 0.81 -1.06 -1.42
C -1.39 -1.02 0.42
H -0.08 1.69 -1.43
H 1.66 1.55 0.26
H -1.13 -2.08 0.28
H -1.71 1.55 -1.03
C -0.48 -0.16 -0.40
H -0.64 1.89 0.20
H 2.63 0.19 0.86
N 0.81 -0.41 0.12
C 1.64 0.51 0.67
C -0.76 1.32 -0.74
H -1.06 -0.75 1.40
H -2.39 -1.01 0.15
O 0.77 -3.06 -1.09
H 1.33 0.84 1.74
```

total charge: 0
lowest unoccupied orbital energy (alpha / beta): 0.13 / 0.13 eV
M: 119.2 g mol⁻¹
E: -685.7860 Eh

[2]
# C4H9NOS

The ion C4H9NOS with charge +1 (ωB97M-V/def2-TZVPD, the OMol25 dataset).

```
16
Properties=species:S:1:pos:R:3
C -0.19 1.19 1.00
C 0.00 0.01 0.03
H 0.23 -0.71 2.50
S 0.38 0.67 2.69
H -1.35 -2.70 -1.02
N -0.54 -0.99 -1.95
H 0.95 -0.42 0.12
O 0.41 1.12 -2.14
H 0.15 -2.13 -0.39
H -0.71 -0.70 0.26
H -1.26 1.41 1.12
H 0.26 -2.98 -1.91
H -0.61 -0.97 -2.89
C -0.07 0.20 -1.46
C -0.37 -2.32 -1.36
H 0.51 2.00 0.69
```

total charge: +1
lowest unoccupied orbital energy (alpha / beta): -4.52 / -9.42 eV
M: 119.2 g mol⁻¹
2S+1: 2
E: -685.6150 Eh

[3]
# C4H9NOS2

The ion C4H9NOS2 with charge -1 (ωB97M-V/def2-TZVPD, the OMol25 dataset).

```
17
Properties=species:S:1:pos:R:3
O 1.26 -1.12 -2.97
N 1.00 -0.86 -0.76
H 1.92 -1.23 -0.68
S 1.08 1.34 2.27
C 0.23 -0.71 0.46
H -0.05 1.44 0.16
H -1.15 0.31 -1.43
H -1.59 -1.33 -1.95
H -0.13 2.96 4.13
H -0.71 -1.26 0.33
H 0.63 -1.26 1.33
C -0.94 -0.48 -2.15
C -0.07 0.69 0.95
S 0.33 1.69 4.17
H -1.09 0.71 1.33
C 0.51 -0.82 -2.06
H -1.23 -0.08 -3.12
```

total charge: -1
lowest unoccupied orbital energy (alpha / beta): 3.22 / 3.19 eV
M: 151.3 g mol⁻¹
2S+1: 2
E: -1084.1691 Eh

[4]
# C4H9NOS2

The molecule C4H9NOS2 (ωB97M-V/def2-TZVPD, the OMol25 dataset).

```
17
Properties=species:S:1:pos:R:3
S -0.01 3.48 -0.34
C -1.60 -0.25 -1.53
H 0.50 -1.23 2.26
H -1.32 -1.81 -0.21
S 1.57 2.19 -0.13
N -1.08 -0.86 -0.44
O -1.40 0.95 -1.64
H -0.18 3.70 0.95
H -2.31 -0.77 -2.19
C 0.00 -0.29 0.36
H -0.35 -2.28 1.26
H 2.09 -0.08 0.25
C 0.50 -1.53 1.20
H 1.39 0.08 -1.33
H -0.33 0.49 1.07
C 1.27 0.40 -0.30
H 1.25 -2.18 0.75
```

total charge: 0
lowest unoccupied orbital energy: 0.70 eV
M: 151.3 g mol⁻¹
SMILES: C[C@@H](CSS)NC=O
E: -1084.1448 Eh

[5]
# C4H9NOS2

The molecule C4H9NOS2 (ωB97M-V/def2-TZVPD, the OMol25 dataset).

```
17
Properties=species:S:1:pos:R:3
C -1.43 -0.94 -0.98
C -0.59 0.04 -0.19
H 1.99 -0.34 2.09
H -1.09 -0.90 -1.96
S 2.45 1.63 0.61
H -1.49 -1.96 -0.57
C 0.54 -0.52 0.67
H 1.47 2.51 0.11
N -0.75 1.30 -0.28
H 1.21 -2.90 -0.14
H -2.06 2.53 -1.30
S 1.72 -1.56 -0.52
C 1.30 0.42 1.50
O -1.72 1.54 -1.35
H 0.28 -1.37 1.32
H 0.53 0.92 2.06
H -2.37 -0.39 -1.07
```

total charge: 0
lowest unoccupied orbital energy: 0.51 eV
M: 151.3 g mol⁻¹
SMILES: C/C(=N\O)[C@@H](S)CS
E: -1084.0728 Eh

[6]
# C4H9NOS2

A cluster of 2 separate species, C4H9NOS2 in total (ωB97M-V/def2-TZVPD, the OMol25 dataset).

```
17
Properties=species:S:1:pos:R:3
S 1.58 -0.63 0.26
H -4.07 -0.24 -0.01
H 0.68 -1.96 2.03
H -4.69 1.16 1.01
S 3.61 -0.02 -0.27
C -1.29 0.55 -1.21
H -0.26 0.43 -1.57
C -1.59 0.46 0.32
H -1.70 -0.63 0.53
H 3.69 1.05 0.53
H 0.28 -2.64 0.40
H -3.99 -0.21 1.76
C 0.46 -1.74 0.99
H -0.73 0.85 0.86
N -2.70 1.17 0.77
C -3.90 0.42 0.85
O -2.10 0.79 -2.06
```

total charge: 0
lowest unoccupied orbital energy: -3.61 eV
M: 151.3 g mol⁻¹
E: -1083.8808 Eh

[7]
# C4H9NOS2

The ion C4H9NOS2 with charge +1 (ωB97M-V/def2-TZVPD, the OMol25 dataset).

```
17
Properties=species:S:1:pos:R:3
H -3.32 1.14 -0.03
N -2.28 -1.20 0.75
H -2.37 -2.15 0.41
C 3.21 0.53 0.00
C -2.26 1.04 -0.28
H 0.07 0.90 0.36
H -1.83 -0.70 -1.20
O -1.67 1.94 -0.82
C -1.60 -0.34 -0.19
H 2.55 0.99 0.73
S 0.87 -0.65 -1.41
H 4.08 0.32 0.62
H -1.83 -1.23 1.66
H 0.35 -0.71 0.88
S 2.68 -0.99 -0.76
C -0.10 -0.14 0.06
H 3.44 1.25 -0.78
```

total charge: +1
lowest unoccupied orbital energy (alpha / beta): -3.69 / -8.00 eV
M: 151.3 g mol⁻¹
2S+1: 2
E: -1083.8509 Eh

[8]
# C4H9NS

A cluster of 2 separate species, C4H9NS in total (ωB97M-V/def2-TZVPD, the OMol25 dataset).

```
15
Properties=species:S:1:pos:R:3
H 1.76 1.39 0.26
H 0.36 0.80 2.74
S -0.92 -0.21 -2.88
H -0.40 -1.53 -2.99
C 0.71 1.47 0.15
H -1.24 0.38 2.38
N 0.12 -2.18 -0.27
H 0.28 2.27 0.83
C 0.16 0.11 0.70
C -0.24 0.09 2.19
H -0.49 0.21 -4.03
H -0.56 -2.42 -0.90
C 0.13 -1.05 0.18
H -0.08 -0.94 2.50
H 0.42 1.59 -0.87
```

total charge: 0
lowest unoccupied orbital energy: 0.67 eV
M: 103.2 g mol⁻¹
SMILES: CC(C)=C=N.S
E: -610.6671 Eh

[9]
# C4H9NS

The molecule C4H9NS (ωB97M-V/def2-TZVPD, the OMol25 dataset).

```
15
Properties=species:S:1:pos:R:3
H -1.44 -0.85 1.12
C 1.35 1.48 0.33
H 0.46 1.95 0.02
C 1.66 -1.11 -0.81
H 2.73 -0.81 -0.64
H -2.15 1.43 0.30
H 1.98 -0.51 2.22
S 0.71 -0.16 0.48
C -1.79 0.63 -0.47
N 0.94 -0.65 1.95
H -1.05 1.15 -1.10
H -2.61 0.24 -1.12
H 1.15 -0.98 -1.79
H -0.87 -1.26 -0.68
C -1.07 -0.56 0.18
```

total charge: 0
lowest unoccupied orbital energy (alpha / beta): -1.28 / -0.47 eV
M: 103.2 g mol⁻¹
E: -610.4331 Eh

[10]
# C4H9NS

The molecule C4H9NS (ωB97M-V/def2-TZVPD, the OMol25 dataset).

```
15
Properties=species:S:1:pos:R:3
H 1.12 1.79 0.33
H 0.57 -2.44 0.95
C -0.22 -0.24 -0.72
H -0.33 -1.09 -1.32
H 1.54 -1.37 1.95
H -2.41 0.29 -0.58
H -1.48 1.12 0.64
H -0.68 1.25 -2.39
C -1.40 0.52 -0.27
C 0.67 -1.41 1.30
S 0.67 2.47 -0.81
N 0.85 -0.33 0.32
H -0.17 -1.20 2.04
H 1.70 -0.48 -0.13
C -0.43 1.12 -1.32
```

total charge: 0
lowest unoccupied orbital energy: 1.01 eV
M: 103.2 g mol⁻¹
SMILES: CN[C@H]1C[C@H]1S
E: -610.6863 Eh

[11]
# C4H9NS3

A structure of composition C4H9NS3 (ωB97M-V/def2-TZVPD, the OMol25 dataset).

```
17
Properties=species:S:1:pos:R:3
H 2.58 0.89 -1.21
H 2.75 -0.96 0.07
C 1.65 0.96 -1.88
H 1.50 -2.42 0.75
N 0.79 -0.56 -0.20
H 1.79 -0.42 1.68
H 1.01 1.85 -1.12
C -0.43 0.02 0.13
S -1.56 0.69 -0.77
C -1.90 0.90 2.52
S 1.01 -0.81 -1.86
S -0.52 -0.17 1.88
H -2.68 0.63 1.85
H 1.75 1.44 -2.92
H -1.74 1.94 2.31
C 1.80 -1.09 0.66
H -2.02 0.74 3.60
```

total charge: 0
lowest unoccupied orbital energy: 0.48 eV
M: 167.3 g mol⁻¹
E: -1406.9916 Eh

[12]
# C4H9NaO3

A structure of composition C4H9NaO3 (ωB97M-V/def2-TZVPD, the OMol25 dataset).

```
17
Properties=species:S:1:pos:R:3
H 3.06 -1.98 -1.29
O 0.30 0.44 -0.18
H -3.28 -0.31 -1.05
C 1.71 -1.90 0.30
C -2.45 0.19 -0.55
H 3.03 -0.35 -1.68
H 2.00 -2.94 0.17
O 0.35 -1.79 -0.03
H 1.53 -0.01 -0.99
Na 0.04 2.88 0.78
C -0.30 -0.65 0.00
H -1.97 0.89 -1.24
H -2.81 0.69 0.36
H 2.73 -0.77 0.07
H 1.85 -1.49 1.31
O -1.55 -0.86 -0.17
C 2.51 -1.07 -1.03
```

total charge: +2
lowest unoccupied orbital energy: -8.33 eV
M: 128.1 g mol⁻¹
E: -545.0431 Eh

[13]
# C4H9O2

The ion C4H9O2 with charge -1 (ωB97M-V/def2-TZVPD, the OMol25 dataset).

```
15
Properties=species:S:1:pos:R:3
H -1.46 -0.81 0.85
C 0.64 -1.19 1.17
O -0.08 1.28 -2.37
O 1.84 -0.58 1.15
H 0.50 -1.91 0.31
H -1.13 1.61 0.01
H 0.83 1.60 -2.33
C -0.58 -0.21 1.10
H 0.68 -0.38 -1.38
H -1.07 -0.33 -1.64
C -0.34 0.85 0.03
H -0.69 0.28 2.06
C -0.20 0.26 -1.35
H 0.46 -1.82 2.09
H 0.60 1.34 0.28
```

total charge: -1
lowest unoccupied orbital energy: 3.89 eV
M: 89.1 g mol⁻¹
SMILES: [O-]CCCCO
E: -308.2655 Eh

[14]
# C4H9O2

A cluster of 2 separate species, C4H9O2 in total (ωB97M-V/def2-TZVPD, the OMol25 dataset).

```
15
Properties=species:S:1:pos:R:3
H 0.44 -2.18 2.20
C -0.54 1.71 -1.39
H -1.37 -1.89 0.09
C 0.98 1.40 -1.18
C 0.43 -1.52 1.33
H 1.07 -1.91 0.54
H -1.10 -0.21 0.53
H 1.34 1.94 -0.30
H -1.69 -1.31 1.72
O -0.95 1.68 -2.57
H 0.91 -0.57 1.60
H 1.16 0.33 -1.05
O -1.19 1.95 -0.35
H 1.52 1.81 -2.04
C -1.01 -1.24 0.88
```

total charge: -1
lowest unoccupied orbital energy: 3.92 eV
M: 89.1 g mol⁻¹
E: -308.3387 Eh

[15]
# C4H9O2

A cluster of 2 separate species, C4H9O2 in total (ωB97M-V/def2-TZVPD, the OMol25 dataset).

```
15
Properties=species:S:1:pos:R:3
O 1.59 0.25 -2.28
H -1.55 0.05 -2.42
H 1.47 0.20 0.98
O 0.41 -1.65 -2.00
H -0.55 -0.95 0.74
C -0.34 -0.57 1.74
H -0.23 -1.42 2.42
H -0.64 1.40 -2.24
C -0.74 0.41 -1.78
C 0.69 0.53 1.67
H 0.16 1.39 1.28
C 0.55 -0.40 -2.06
H -1.33 -0.22 2.09
H -0.79 0.29 -0.71
H 1.29 0.68 2.57
```

total charge: -1
lowest unoccupied orbital energy: 3.93 eV
M: 89.1 g mol⁻¹
E: -308.3186 Eh